Record 1
Computed, not measured: C58H50N4O4ScSe as an isolated structure, with wB97M-V/def2-TZVPD.

Geometry (Å):
1 Se -26.9778 -7.1637 -10.1606
2 Sc -27.3478 -5.7761 -8.2078
3 O -25.8624 -2.4320 0.1461
4 O -28.3964 -13.9349 -5.9648
5 O -21.8609 -4.1034 -13.1754
6 O -35.2679 -5.0923 -12.7293
7 N -26.1479 -4.1915 -7.4242
8 N -29.3637 -6.4684 -7.9357
9 N -28.3005 -4.2146 -9.2995
10 N -27.2143 -6.3798 -6.1664
11 C -31.1131 -7.5275 -9.0103
12 C -25.7861 -3.1717 -8.3044
13 C -24.7356 -1.7077 0.7331
14 C -23.9071 -7.9774 -9.1256
15 C -22.8063 -9.8468 -10.3545
16 C -29.4065 -7.7890 -7.5273
17 C -24.6613 -3.3222 -3.2277
18 C -27.0265 -8.0475 -4.5735
19 C -23.7505 -7.9131 -11.6721
20 C -25.7306 -2.9353 -1.0881
21 C -23.3928 -6.0124 -7.8205
22 C -30.5444 -5.1722 -9.7088
23 C -25.9527 -4.5860 -5.0056
24 C -34.2062 -5.2120 -10.5064
25 C -26.8510 -3.6797 -1.5269
26 C -25.7724 -4.0553 -3.6656
27 C -26.4790 -5.8832 -5.1015
28 C -32.9528 -5.0714 -12.6046
29 C -23.9023 -8.7764 -10.4172
30 C -28.6326 -9.8345 -6.3552
31 C -31.7819 -5.1396 -10.4929
32 C -30.5035 -8.4632 -8.1946
33 C -25.2237 -3.5092 -11.9977
34 C -26.8595 -4.2332 -2.7783
35 C -28.5226 -12.6067 -6.0053
36 C -23.4941 -6.7367 -6.6359
37 C -28.5810 -8.3840 -6.5571
38 C -33.0052 -5.2149 -9.8286
39 C -24.1515 -3.7873 -12.8217
40 C -26.3493 -6.9244 -4.0991
41 C -30.3572 -6.2880 -8.8824
42 C -20.6112 -4.5747 -12.5623
43 C -23.9548 -8.0647 -6.7021
44 C -29.0340 -11.7765 -4.9825
45 C -23.0332 -6.1380 -5.3377
46 C -23.6822 -2.9400 -10.2000
47 C -29.5211 -4.2542 -9.9634
48 C -31.7648 -5.0840 -11.9035
49 C -23.5974 -6.6138 -9.0578
50 C -25.1756 -2.4780 -6.2140
51 C -29.0923 -10.4030 -5.1665
52 C -25.1372 -2.1262 -7.5648
53 C -28.1004 -12.0153 -7.2330
54 C -25.0089 -3.1272 -10.6467
55 C -22.8240 -3.7025 -12.3349
56 C -36.5851 -5.2829 -12.1076
57 C -29.4746 -3.3043 -11.0580
58 C -25.7627 -3.7982 -6.1450
59 C -24.6201 -2.7787 -1.9531
60 C -34.1924 -5.1184 -11.9231
61 C -28.1610 -2.8470 -11.1516
62 C -26.0841 -3.1984 -9.6829
63 C -22.6086 -3.2236 -11.0173
64 C -28.1559 -10.6576 -7.3973
65 C -27.4371 -3.4317 -10.0515
66 C -24.1540 -8.6685 -7.9302
67 C -28.7741 -14.6189 -4.7210
68 C -27.6388 -7.6498 -5.8385
69 H -27.7188 -4.7924 -3.1162
70 H -28.5832 -15.6795 -4.9027
71 H -29.3663 -12.2158 -4.0437
72 H -22.7879 -7.4066 -11.7006
73 H -35.1375 -5.2826 -9.9436
74 H -21.5955 -3.0945 -10.6442
75 H -23.7997 -8.5249 -12.5687
76 H -30.3000 -3.0093 -11.6860
77 H -26.2335 -3.6292 -12.3668
78 H -24.8939 -9.2484 -10.4652
79 H -29.4600 -9.7345 -4.3886
80 H -27.6798 -3.7784 -0.8368
81 H -32.9859 -4.9782 -13.6868
82 H -23.1185 -6.8659 -4.5303
83 H -31.9774 -7.6817 -9.6380
84 H -30.7942 -9.4929 -8.0595
85 H -25.8427 -6.8254 -3.1400
86 H -23.5121 -2.6090 -9.1803
87 H -23.1545 -4.9518 -7.7770
88 H -24.1426 -8.6234 -5.7857
89 H -23.7556 -2.2119 -1.6470
90 H -27.1156 -9.0084 -4.0913
91 H -23.5661 -5.2270 -5.0513
92 H -23.8271 -3.1711 -3.9038
93 H -20.1062 -5.1921 -13.3047
94 H -36.8074 -4.4911 -11.3865
95 H -32.9999 -5.2880 -8.7453
96 H -20.7960 -5.1823 -11.6727
97 H -29.8422 -14.5168 -4.5084
98 H -23.8217 -2.3071 0.7203
99 H -25.0190 -1.5222 1.7687
100 H -24.7572 -1.2103 -7.9974
101 H -22.8899 -10.4763 -9.4670
102 H -19.9744 -3.7197 -12.3158
103 H -36.6865 -6.2725 -11.6643
104 H -24.5483 -7.1788 -11.7213
105 H -24.4821 -9.7025 -7.9854
106 H -24.3093 -4.0960 -13.8465
107 H -21.8226 -9.3755 -10.3281
108 H -30.8122 -5.0618 -12.4186
109 H -24.8578 -1.8865 -5.3675
110 H -27.7541 -2.1667 -11.8921
111 H -24.5846 -0.7465 0.2323
112 H -27.8459 -10.1727 -8.3144
113 H -23.5141 -6.0354 -9.9673
114 H -21.9875 -5.8240 -5.4068
115 H -27.7221 -12.6839 -7.9949
116 H -22.8330 -10.5080 -11.2179
117 H -37.3089 -5.2108 -12.9220
118 H -28.1646 -14.2983 -3.8747

Cartesian forces (eV/Å) of the 2 atoms listed first:
Se 0.06 -0.21 -0.20
Sc -0.16 -0.71 -0.87

Calculated values
net charge = -1
orbital gap (spin up / spin down) = 4.13 / 4.24 eV
HOMO energy (spin up / spin down) = -0.1065 / -0.1046 Ha
energy above the lowest of the compared OMol25 structures with the same formula, charge and spin = 0.00 kcal/mol

Löwdin population analysis, charges in e, atoms 1 to 99: number 1, Se, carries 0.04; number 2, Sc, carries 0.46; number 3, O, carries -0.09; number 4, O, carries -0.09; number 5, O, carries -0.09; number 6, O, carries -0.09; number 7, N, carries 0.04; number 8, N, carries 0.01; number 9, N, carries 0.01; number 10, N, carries 0.04; number 11, C, carries 0.01; number 12, C, carries -0.24; number 13, C, carries -0.05; number 14, C, carries -0.26; number 15, C, carries -0.08; number 16, C, carries -0.26; number 17, C, carries -0.04; number 18, C, carries 0.01; number 19, C, carries -0.11; number 20, C, carries -0.29; number 21, C, carries -0.05; number 22, C, carries -0.08; number 23, C, carries -0.11; number 24, C, carries -0.02; number 25, C, carries 0.00; number 26, C, carries -0.18; number 27, C, carries -0.24; number 28, C, carries 0.00; number 29, C, carries -0.42; number 30, C, carries -0.20; number 31, C, carries -0.19; number 32, C, carries 0.02; number 33, C, carries 0.00; number 34, C, carries -0.02; number 35, C, carries -0.30; number 36, C, carries -0.28; number 37, C, carries -0.10; number 38, C, carries -0.04; number 39, C, carries 0.01; number 40, C, carries -0.01; number 41, C, carries -0.23; number 42, C, carries -0.05; number 43, C, carries -0.04; number 44, C, carries -0.02; number 45, C, carries -0.05; number 46, C, carries -0.02; number 47, C, carries -0.20; number 48, C, carries -0.02; number 49, C, carries -0.05; number 50, C, carries 0.00; number 51, C, carries -0.04; number 52, C, carries -0.03; number 53, C, carries 0.01; number 54, C, carries -0.15; number 55, C, carries -0.30; number 56, C, carries -0.05; number 57, C, carries 0.01; number 58, C, carries -0.22; number 59, C, carries -0.01; number 60, C, carries -0.29; number 61, C, carries -0.01; number 62, C, carries -0.08; number 63, C, carries -0.02; number 64, C, carries 0.00; number 65, C, carries -0.24; number 66, C, carries -0.05; number 67, C, carries -0.05; number 68, C, carries -0.21; number 69, H, carries 0.12; number 70, H, carries 0.08; number 71, H, carries 0.10; number 72, H, carries 0.06; number 73, H, carries 0.10; number 74, H, carries 0.11; number 75, H, carries 0.07; number 76, H, carries 0.10; number 77, H, carries 0.10; number 78, H, carries 0.09; number 79, H, carries 0.12; number 80, H, carries 0.12; number 81, H, carries 0.11; number 82, H, carries 0.07; number 83, H, carries 0.10; number 84, H, carries 0.11; number 85, H, carries 0.11; number 86, H, carries 0.09; number 87, H, carries 0.11; number 88, H, carries 0.10; number 89, H, carries 0.10; number 90, H, carries 0.09; number 91, H, carries 0.05; number 92, H, carries 0.11; number 93, H, carries 0.08; number 94, H, carries 0.09; number 95, H, carries 0.13; number 96, H, carries 0.09; number 97, H, carries 0.09; number 98, H, carries 0.09; number 99, H, carries 0.08

Record 2
Computed, not measured: an isolated ion of composition C6H16N4 and charge +2, with wB97M-V/def2-TZVPD.

Geometry (Å):
1 N -3.7314 0.2744 -0.2800
2 N -1.1017 -1.7050 0.5779
3 N 0.9914 -0.3858 0.0793
4 N -0.2697 0.4062 -0.1015
5 C -0.6252 0.9442 1.3117
6 C 1.6992 -0.7454 -1.1280
7 C -0.3061 1.3976 -1.2086
8 C -2.6478 -0.0871 -0.3321
9 C -1.2386 -0.6268 -0.4514
10 C 2.0374 0.3356 0.8384
11 H 2.6521 -1.3741 -0.7944
12 H 2.1320 1.2663 0.5412
13 H -1.0195 -1.0371 -1.3859
14 H 2.0499 0.2781 -1.4476
15 H 2.8724 -0.3092 0.8173
16 H -1.3930 1.7883 -1.4102
17 H -0.0531 -2.0211 0.5231
18 H 0.3537 2.2487 -0.7776
19 H 0.0331 0.9205 -2.0732
20 H -1.7879 0.7917 1.4017
21 H -1.5358 -1.4666 1.4701
22 H -0.0725 0.2338 2.0418
23 H -1.6718 -2.4539 0.3040
24 H -0.3337 2.0526 1.5205
25 H 1.9081 0.3920 1.9072
26 H 1.0585 -1.1182 -1.9438

Cartesian forces (eV/Å) of the 2 atoms listed first:
N -0.43 0.14 0.12
N 1.48 -0.28 -0.82

Calculated values
net charge = +2
orbital gap = 11.35 eV
HOMO energy = -0.6939 Ha
energy above the lowest of the compared OMol25 structures with the same formula, charge and spin = 147.38 kcal/mol

Just the Löwdin charges please, in e? Sure, here they are: number 1, N, carries 0.29; number 2, N, carries 0.26; number 3, N, carries -0.22; number 4, N, carries -0.27; number 5, C, carries 0.06; number 6, C, carries -0.05; number 7, C, carries 0.06; number 8, C, carries -0.14; number 9, C, carries -0.22; number 10, C, carries -0.02; number 11, H, carries 0.18; number 12, H, carries 0.06; number 13, H, carries 0.15; number 14, H, carries 0.12; number 15, H, carries 0.11; number 16, H, carries 0.17; number 17, H, carries 0.23; number 18, H, carries 0.16; number 19, H, carries 0.08; number 20, H, carries 0.13; number 21, H, carries 0.18; number 22, H, carries 0.13; number 23, H, carries 0.16; number 24, H, carries 0.17; number 25, H, carries 0.10; number 26, H, carries 0.10

Record 3
Computed, not measured: one molecule with the formula C6H10O, with wB97M-V/def2-TZVPD.

Geometry (Å):
1 O 2.7940 -1.0073 -0.7131
2 C 2.1572 -0.7791 0.2880
3 C 0.6566 1.5911 0.5238
4 C 0.6495 -0.7911 0.3125
5 C -1.2444 0.6311 -0.3129
6 C 0.2188 0.5309 -0.3871
7 C -2.0966 -0.5936 -0.4875
8 H 0.6599 0.5440 -1.3935
9 H -3.1464 -0.3194 -0.6279
10 H 2.6583 -0.4796 1.2329
11 H 0.2744 -0.7763 1.3436
12 H -1.7279 1.5829 -0.1484
13 H 0.2529 -1.6701 -0.2012
14 H 1.1685 2.4684 0.1337
15 H -2.0492 -1.3851 0.2733
16 H -1.7596 -1.0627 -1.4295
17 H 0.5340 1.5160 1.5934

Cartesian forces (eV/Å) of the 2 atoms listed first:
O -0.15 0.04 0.44
C 0.13 -0.22 -0.25

Calculated values
net charge = 0
orbital gap (spin up / spin down) = 8.10 / 8.65 eV
HOMO energy (spin up / spin down) = -0.2889 / -0.3032 Ha
energy above the lowest of the compared OMol25 structures with the same formula, charge and spin = 87.62 kcal/mol

Just the Löwdin charges please, in e? Sure, here they are: number 1, O, carries 0.05; number 2, C, carries -0.27; number 3, C, carries 0.05; number 4, C, carries -0.15; number 5, C, carries -0.10; number 6, C, carries -0.43; number 7, C, carries -0.11; number 8, H, carries 0.15; number 9, H, carries 0.07; number 10, H, carries 0.13; number 11, H, carries 0.12; number 12, H, carries 0.09; number 13, H, carries 0.12; number 14, H, carries 0.07; number 15, H, carries 0.08; number 16, H, carries 0.09; number 17, H, carries 0.07

| no. | maximum force (hartree/bohr) |
| --- | --- |
| 1 | 0.066 |
| 2 | 0.099 |
| 3 | 0.035 |